[1]
The following is a quantum chemistry calculation of C5H6ClNO in the gas phase at a distorted geometry, from the OMol25 dataset.

The geometry in XYZ format:
```
14
Properties=species:S:1:pos:R:3:forces:R:3:lowdin_charge:R:1
C 2.14109 -0.23196 -0.56220 0.699 -4.098 1.425 -0.53
C 0.88315 0.03792 -0.35832 0.071 0.627 -0.867 -0.42
C 1.95742 -2.46005 0.24917 2.886 3.094 -1.505 -0.29
C -0.00118 -0.97124 0.36568 -0.221 -1.520 -3.052 -0.12
C 0.25017 1.37071 -0.77734 1.267 -2.459 0.707 -0.04
N 0.68255 -2.29445 0.46510 -0.489 -0.351 0.027 0.05
O 2.87281 -3.21405 0.30341 -1.677 0.373 0.117 0.12
Cl 3.50334 0.61450 -1.19330 -0.959 -0.162 0.218 0.60
H -0.07551 -0.59277 1.32639 -0.902 0.586 2.048 0.09
H -1.02886 -1.12657 -0.17336 1.857 0.356 1.145 0.16
H 0.37820 1.36108 -1.85607 -1.035 0.445 -0.137 0.08
H 0.96868 2.05589 -0.37711 -0.373 1.174 0.353 0.06
H -0.70282 1.25630 -0.28049 -0.661 1.391 -0.622 0.07
H 0.21145 -3.17465 0.66480 -0.462 0.543 0.143 0.16
```
Positions in Å, forces in eV/Å.

Its largest force on an atom is 4.49 eV/A. The LUMO energy comes out at 0.0141 Eh.



[2]
The following is a quantum chemistry calculation of C5H6ClNO in the gas phase at a distorted geometry, from the OMol25 dataset.

The geometry in XYZ format:
```
14
Properties=species:S:1:pos:R:3:forces:R:3:lowdin_charge:R:1
C -1.90861 -0.53226 -0.78352 -0.552 1.907 -0.630 0.07
C -0.69591 -0.09219 -0.37795 -1.431 -2.672 0.219 -0.32
C 0.67597 -0.69067 -0.80281 -0.461 2.800 1.416 -0.13
N 1.50619 -0.66888 0.42881 5.147 1.892 -1.976 0.05
C 1.10113 0.41348 1.13147 -2.111 2.698 2.019 -0.60
O 1.63378 1.13162 1.95086 0.865 -1.251 -0.686 0.04
C -0.43163 0.73974 0.82518 1.209 -0.735 2.198 -0.56
Cl -0.47959 2.50354 0.45694 -0.451 -0.542 0.403 0.63
H -2.14642 -1.26694 -1.51938 1.025 -0.845 -0.594 0.05
H -2.89203 0.01550 -0.72727 1.303 -0.159 1.291 0.09
H 0.77591 -1.65395 -1.13134 -0.615 -2.257 -1.517 0.09
H 1.06917 0.07045 -1.48287 0.141 -0.430 -0.434 0.13
H 2.67344 -0.35281 0.11347 -4.337 -1.782 1.476 0.27
H -0.88140 0.38336 1.91842 0.267 1.375 -3.183 0.19
```
Positions in Å, forces in eV/Å.

As for the structure (SMILES): C=C1CNC(=O)[C@H]1Cl. Its largest force on an atom is 5.83 eV/A. The LUMO energy comes out at 0.0094 Eh.



[3]
The following is a quantum chemistry calculation of C5H6ClNS in the gas phase at a distorted geometry, from the OMol25 dataset.

The geometry in XYZ format:
```
14
Properties=species:S:1:pos:R:3:forces:R:3:lowdin_charge:R:1
S -1.59896 0.68036 2.18644 -0.127 -0.055 0.488 0.69
C -0.46970 -0.58379 1.51850 0.013 -0.492 0.271 -0.53
C 0.01663 -0.20596 0.17426 -0.087 0.531 -0.554 -0.35
C -0.34425 -0.79346 -1.00156 -0.595 -1.348 -0.746 -0.09
N 0.27689 -0.15165 -2.04637 0.159 0.230 -0.183 0.02
C 1.02006 0.87181 -1.51632 0.222 0.171 -0.611 -0.74
Cl 1.96299 1.89993 -2.54400 -0.308 -0.302 0.252 0.66
C 0.88732 0.88437 -0.16559 0.480 0.583 1.216 -0.07
H -1.79209 0.15263 3.43324 0.195 0.151 -0.641 -0.14
H -0.96189 -1.55207 1.49962 -0.240 -0.005 -0.226 0.07
H 0.37789 -0.72503 2.16422 0.374 0.226 0.528 0.07
H -0.94673 -1.70234 -1.20944 0.432 0.953 0.329 0.14
H 0.18995 -0.36305 -3.04177 0.084 0.144 0.794 0.16
H 1.38190 1.58824 0.54878 -0.602 -0.785 -0.917 0.13
```
Positions in Å, forces in eV/Å.

As for the structure (SMILES): SCc1c[nH]c(Cl)c1. Its largest force on an atom is 1.65 eV/A. The LUMO energy comes out at 0.0290 Eh.



[4]
The following is a quantum chemistry calculation of a molecular structure, C5H6DyO3 at a distorted geometry, from the OMol25 dataset.

The geometry in XYZ format:
```
15
Properties=species:S:1:pos:R:3:forces:R:3:lowdin_charge:R:1
O 5.98572 0.70082 -1.26558 -0.728 -0.203 0.426 0.34
C 5.00537 0.50522 -0.70901 1.893 0.499 -1.045 -0.33
O 4.00049 0.32383 -0.13978 -1.221 -0.321 0.631 -0.04
O -0.25115 -1.33944 0.19194 1.690 1.871 0.929 -0.53
C -1.58585 -1.57340 0.46977 -0.147 -1.559 0.016 -0.38
C -2.43169 -0.29504 0.43762 0.999 1.207 -1.136 -0.14
C -3.86597 -0.55679 0.84030 -4.297 -0.689 0.467 -0.06
C -4.91859 -0.38260 0.07161 6.057 0.673 0.084 0.47
Dy 1.76186 -0.31116 0.74433 -1.990 -1.265 -0.770 1.82
H -1.71164 -2.04887 1.46350 0.022 0.165 -0.250 0.13
H -2.00894 -2.28353 -0.26766 0.161 0.233 0.231 0.14
H -2.38665 0.15073 -0.56699 0.025 -0.118 0.303 0.13
H -1.99083 0.42842 1.14487 -0.562 -0.094 -0.085 0.14
H -4.00732 -0.93820 1.86176 0.064 -0.042 -0.062 0.17
H -5.11307 -0.07348 -0.95658 -1.965 -0.358 0.261 0.14
```
Positions in Å, forces in eV/Å.

Its largest force on an atom is 6.10 eV/A. The LUMO energy (alpha / beta) comes out at -0.3889 / -0.3890 Eh. Its charge is +2. Its multiplicity is 7.



[5]
The following is a quantum chemistry calculation of a molecular structure, C5H6DyO4 at a distorted geometry, from the OMol25 dataset.

The geometry in XYZ format:
```
16
Properties=species:S:1:pos:R:3:forces:R:3:lowdin_charge:R:1
O 0.20406 0.15871 1.23369 -0.100 0.361 -2.821 -0.15
O 0.95773 -1.70644 0.30425 -1.853 1.256 -1.592 -0.02
C 2.00224 -2.38292 0.87906 1.297 -0.179 1.000 -0.20
C 1.79500 -3.28739 1.83071 -0.051 0.888 0.132 0.08
C 0.95799 -0.33800 0.32257 0.579 -1.485 4.955 -0.26
H 2.99634 -2.02671 0.59291 -0.241 -0.271 -0.107 0.13
H 1.98441 0.06938 0.29790 -0.367 0.504 -1.165 0.18
H 2.64906 -3.67415 2.38396 -0.198 -0.190 -0.451 0.08
H 0.79673 -3.47547 2.22726 0.254 -0.159 -0.350 0.08
Dy -1.87416 1.54283 1.06088 0.617 -0.500 -0.906 1.81
O -1.94440 0.55507 -1.06115 1.111 0.145 -0.951 -0.20
O -0.84627 2.40426 -0.77889 0.865 -0.455 -1.149 -0.22
C -0.87732 1.24143 -1.37236 -2.531 0.265 4.391 -0.68
C 0.33136 0.57219 -1.76191 0.621 0.211 -2.373 0.16
H 1.14353 1.23026 -2.08169 0.072 -0.166 0.678 0.11
H 0.23787 -0.28382 -2.43487 -0.074 -0.228 0.709 0.12
```
Positions in Å, forces in eV/Å.

Its largest force on an atom is 5.20 eV/A. The LUMO energy (alpha / beta) comes out at -0.2452 / -0.1728 Eh. Its charge is +1. Its multiplicity is 6.



[6]
The following is a quantum chemistry calculation of 2 unconnected molecules or ions with the total composition C5H6F2 at a distorted geometry, from the OMol25 dataset.

The geometry in XYZ format:
```
13
Properties=species:S:1:pos:R:3:forces:R:3:lowdin_charge:R:1
C 0.66486 0.43033 0.07049 -2.143 1.920 -1.432 -0.23
C -3.00900 0.81595 0.26096 -4.920 5.269 5.957 -0.18
C 2.05924 0.03371 0.36602 0.142 -0.283 1.274 -0.18
C 1.16532 -0.82396 -0.53579 1.202 -0.746 1.374 -0.17
C -2.94144 -0.35255 0.02281 4.336 -7.515 -5.754 -0.10
F -2.74891 2.04806 0.17819 1.641 1.204 -1.574 0.17
F -3.15101 -1.63958 0.04703 -1.114 1.038 1.346 0.13
H 2.76561 0.66041 -0.11587 0.738 0.289 -0.354 0.07
H 2.41746 -0.29978 1.37986 -0.832 0.164 -1.217 0.11
H 0.97485 -1.80036 -0.09164 -0.379 0.264 -0.302 0.09
H 1.47398 -0.80824 -1.55707 -0.237 -0.183 -0.554 0.08
H -0.23144 0.52540 0.73904 1.325 -0.571 -0.301 0.08
H 0.56047 1.21062 -0.76401 0.241 -0.850 1.538 0.12
```
Positions in Å, forces in eV/Å.

Its largest force on an atom is 10.41 eV/A. The LUMO energy (alpha / beta) comes out at 0.0337 / -0.1344 Eh. Its multiplicity is 3.



[7]
The following is a quantum chemistry calculation of C5H6F2S in the gas phase, from the OMol25 dataset.

The geometry in XYZ format:
```
14
Properties=species:S:1:pos:R:3:forces:R:3:lowdin_charge:R:1
C -1.35632 -0.43721 -1.06544 -0.595 0.317 -0.439 -0.12
C -0.09795 0.37642 -0.83572 0.171 0.179 0.193 -0.54
S 1.39571 -0.66865 -1.11926 -0.081 0.063 0.109 0.93
C 1.61928 -0.88157 0.60878 -0.518 0.481 0.082 -0.32
C 0.84708 -0.08844 1.34940 0.112 -0.064 -0.470 -0.32
F 0.84036 -0.05767 2.68920 0.007 -0.019 0.024 0.07
C -0.00925 0.89424 0.60830 -0.196 -0.620 -0.076 -0.30
F 0.58753 2.14251 0.63882 0.167 0.380 0.050 0.01
H -1.43048 -1.28623 -0.40664 0.164 -0.332 0.394 0.08
H -2.26155 0.17234 -0.91072 0.312 -0.043 -0.031 0.09
H -1.40053 -0.82727 -2.08301 0.087 0.084 0.010 0.08
H -0.05218 1.24377 -1.50475 0.012 -0.241 0.105 0.12
H 2.32929 -1.59041 0.98754 0.175 -0.160 0.086 0.08
H -1.01099 1.00817 1.04351 0.182 -0.026 -0.036 0.16
```
Positions in Å, forces in eV/Å.

As for the structure (SMILES): C[C@@H]1SC=C(F)[C@H]1F. Its largest force on an atom is 0.80 eV/A. The LUMO energy comes out at 0.0299 Eh.



[8]
The following is a quantum chemistry calculation of a gas-phase ion, C5H6F3N2 (charge +1) at a distorted geometry, from the OMol25 dataset.

The geometry in XYZ format:
```
16
Properties=species:S:1:pos:R:3:forces:R:3:lowdin_charge:R:1
C -0.83013 0.36140 1.56479 1.439 -1.073 3.488 0.16
C -1.35184 -0.08284 0.42672 -2.662 -0.897 -4.146 -0.08
C 0.55834 0.86155 1.37946 -0.198 -0.551 -2.353 -0.01
C -0.39931 -0.03156 -0.72756 0.598 0.264 0.182 -0.29
C 0.02519 -1.58335 -1.13962 1.924 2.668 1.778 -0.01
N 1.63645 1.39130 -0.65774 3.888 2.186 -2.993 0.16
N 0.69613 0.79235 -0.12141 -4.105 -2.550 2.155 -0.20
F -2.60835 -0.54607 0.23800 2.508 0.934 0.627 0.19
F -0.79835 0.49038 -1.91026 -0.526 -0.001 0.442 0.13
F 0.90938 -1.96622 -0.19782 0.341 -0.621 0.781 0.03
H -1.37439 0.17048 2.49407 0.407 0.554 -0.015 0.17
H 0.44339 1.89635 1.68000 0.306 1.008 -0.053 0.16
H 1.56831 0.52957 1.76785 -1.477 -0.258 0.579 0.19
H 0.59064 -1.46477 -2.02892 -0.182 -0.116 -1.341 0.14
H -0.83806 -2.15084 -1.06588 -1.669 -1.251 -0.543 0.12
H 1.77261 1.33227 -1.70167 -0.592 -0.294 1.412 0.13
```
Positions in Å, forces in eV/Å.

Its largest force on an atom is 5.37 eV/A. The LUMO energy (alpha / beta) comes out at -0.1739 / -0.3589 Eh. Its charge is +1. Its multiplicity is 3.



[9]
The following is a quantum chemistry calculation of 2 unconnected molecules or ions with the total composition C5H6F4O3Si at a distorted geometry, from the OMol25 dataset.

The geometry in XYZ format:
```
19
Properties=species:S:1:pos:R:3:forces:R:3:lowdin_charge:R:1
O 1.39521 -0.32562 1.05087 0.494 0.564 0.164 -0.04
C 0.65752 -0.87713 0.02490 -0.802 -0.727 -0.398 -0.29
C -0.55195 -0.46401 -0.23162 0.446 0.362 0.272 0.12
C -1.57753 0.34044 -0.38539 -0.237 -0.068 -0.388 -0.23
O -1.58604 1.49735 -1.05402 -0.154 -0.024 0.050 0.09
C -2.94951 -0.06117 0.13233 -0.257 -0.187 0.297 -0.57
F -2.99652 -1.36160 0.45713 0.219 -0.027 -0.016 0.14
F -3.27592 0.62194 1.24073 0.137 0.228 0.080 0.15
F -3.92281 0.15276 -0.75361 0.101 0.153 -0.295 0.16
C 1.31881 -2.00024 -0.73434 -0.085 0.402 -0.544 -0.12
F 2.15530 -2.69501 0.11282 0.463 -0.296 0.607 -0.04
H 2.13681 -0.91621 1.25733 -0.063 0.000 -0.001 0.12
H -0.66393 1.86150 -1.08927 0.064 -0.089 0.188 0.07
H 1.94889 -1.61460 -1.54458 -0.141 -0.004 0.039 0.14
H 0.58036 -2.70241 -1.12593 0.015 0.263 0.007 0.14
O 0.95297 2.25079 -0.59065 -0.393 0.210 -0.504 -0.40
Si 1.80279 2.10231 0.65739 -0.035 -1.017 0.058 0.65
H 1.35785 2.42268 1.99849 -0.124 0.177 0.369 -0.05
H 3.21772 1.76820 0.57742 0.351 0.079 0.017 -0.05
```
Positions in Å, forces in eV/Å.

As for the structure (SMILES): OC(=C=C(O)C(F)(F)F)CF.O=[SiH2]. Its largest force on an atom is 1.15 eV/A. The LUMO energy comes out at -0.0033 Eh.



[10]
The following is a quantum chemistry calculation of 2 unconnected molecules or ions with the total composition C5H6F5P at a distorted geometry, from the OMol25 dataset.

The geometry in XYZ format:
```
17
Properties=species:S:1:pos:R:3:forces:R:3:lowdin_charge:R:1
C 1.29321 -0.37156 -1.08492 -1.354 1.381 -1.650 -0.37
C -1.71876 -0.63767 -0.09083 -1.532 -0.380 2.409 -0.29
C -0.75013 1.32748 1.26225 -1.540 -1.886 -0.090 -0.21
C -1.03598 0.68472 -0.01665 -1.918 0.218 -3.146 -0.04
C 1.81672 -0.63150 0.18897 1.696 -0.184 3.677 -0.68
F -1.49643 -1.19671 -1.29318 -0.343 -0.576 -1.581 -0.06
F -1.96872 1.66688 1.88819 0.065 -0.220 0.122 -0.05
F 2.97964 -1.33373 0.10721 0.179 0.756 -0.089 0.11
F 2.02043 0.48220 1.04499 0.400 -0.787 -1.977 0.06
F 1.06595 -1.38955 0.99778 -0.975 -0.721 -0.243 0.11
P 1.22417 -0.20543 -2.69335 0.969 -0.064 -0.202 0.88
H -1.36559 -1.33125 0.65021 0.954 -0.263 0.522 0.10
H -2.84885 -0.75230 0.23059 1.548 1.194 -1.226 0.17
H -0.27456 2.21167 1.07442 1.706 2.190 0.071 0.09
H -0.22582 0.58505 1.83434 0.317 0.253 0.940 0.11
H -1.37504 1.34014 -0.91803 1.059 -0.965 1.590 0.15
H 2.65976 -0.44843 -3.18198 -1.230 0.054 0.872 -0.08
```
Positions in Å, forces in eV/Å.

Its largest force on an atom is 4.05 eV/A. The LUMO energy (alpha / beta) comes out at -0.0411 / -0.0558 Eh.



So what do the calculations give for energy relative to the best compared isomer or geometry (same formula, charge and spin)? Going down the list: 359.7; 264.4; 0.0; 3.5; 208.9; 504.8; 0.0; 105.7; 215.3; 0.0 kJ/mol.
So what do the calculations give for calculated total energy? Going down the list: -21338.754; -21339.742; -30129.814; -35487.478; -37546.110; -10706.515; -21551.922; -16401.047; -30170.722; -28152.659 eV.